# 1
Here is a structure of composition C13H24N4O5S2Yb at a distorted geometry from the OMol25 dataset. Energies are from ωB97M-V/def2-TZVPD.

Values from the calculation:
Multiplicity ... 2
Relative energy (zero: lowest compared OMol25 entry of this formula, charge and spin) ... 0.000 eV
Orbital gap (alpha / beta) ... 4.61 / 6.50 eV
Max |F| ... 2.61 eV Å⁻¹
Net charge ... +1
E_LUMO (alpha / beta) ... -3.04 / -3.04 eV
Expectation value of S² ... 0.758

```
49
Properties=species:S:1:pos:R:3:forces:R:3
O 2.880722 1.140626 -2.276540 -0.887 1.314 1.463
H 3.806109 1.389672 -2.160710 -0.062 0.030 -0.015
Yb 0.404599 0.277324 0.104897 -2.340 -0.490 -0.016
N -1.611266 -0.113673 -1.229052 -0.312 -0.020 0.028
N 0.661572 -0.730286 -2.010383 -0.278 0.251 -0.090
O -2.923585 0.207843 -0.782702 0.006 0.825 0.792
O 1.944872 -1.238660 -2.309346 1.286 0.807 -0.297
C -1.617626 -0.801879 -2.384500 1.223 0.678 0.222
C -0.300365 -1.049913 -2.887145 -0.369 -0.123 1.065
C -2.814449 -1.273368 -3.121076 -0.629 -0.080 -0.248
C -0.050106 -1.643100 -4.220307 0.178 -0.350 -0.516
H -3.742860 -0.932636 -2.646165 0.328 -0.098 -0.181
H -2.823608 -2.375925 -3.158636 -0.056 0.312 0.015
H -2.799263 -0.926953 -4.166283 -0.045 -0.064 0.296
H 1.023864 -1.830675 -4.356365 -0.436 0.025 0.016
H -0.390163 -0.955785 -5.014158 0.083 -0.263 0.204
H -0.598996 -2.590753 -4.344301 0.201 0.280 -0.045
H -2.768006 0.995831 -0.187093 -0.239 -1.347 -0.882
H 2.497011 -0.381551 -2.395270 -0.879 -1.787 0.025
O 1.471268 -1.687288 0.509472 0.519 -1.280 0.374
H 1.299897 -2.397173 1.156030 0.217 0.442 -0.479
H 1.812470 -2.095027 -0.316567 -0.170 0.271 0.146
C 2.094734 1.748717 -1.165135 1.773 0.534 -1.843
H 2.367939 1.289077 -0.203993 0.049 0.004 -0.218
H 1.040117 1.711576 -1.473592 0.396 -0.090 -0.119
H 2.360069 2.806229 -1.090246 0.046 -0.152 -0.020
O -1.856569 2.337274 0.560093 0.404 0.598 0.026
H -2.030202 3.092968 -0.026913 0.005 -0.298 0.263
H -1.694582 2.709151 1.440559 -0.134 -0.130 -0.236
C 1.569475 4.154947 1.151512 0.218 0.197 -0.136
C 1.631022 3.031942 2.122663 0.027 -0.761 0.861
N 0.978133 1.891687 2.014749 0.308 0.539 0.883
C 1.096646 1.117360 3.186759 1.410 1.859 0.227
C 1.950210 1.678338 4.126369 -0.709 -0.578 -0.820
S 2.559868 3.210928 3.604904 -1.003 -1.012 -0.592
C 0.266448 -0.052223 3.362814 -1.191 -2.109 0.789
C 0.120497 -0.798747 4.525704 0.223 0.768 -0.939
S -1.081551 -2.033651 4.346154 0.613 1.091 -0.899
C -1.328082 -1.499754 2.688089 0.598 0.544 0.320
N -0.558990 -0.498909 2.312505 -0.008 -0.181 1.021
C -2.351223 -2.137970 1.821557 -0.142 -0.283 0.056
H 1.338961 5.081973 1.697950 0.076 -0.231 -0.322
H 2.552508 4.273803 0.671623 -0.366 0.159 0.010
H 0.791723 3.974386 0.398477 0.266 0.053 0.190
H 2.191422 1.215745 5.075512 0.117 0.348 -0.091
H 0.675331 -0.613950 5.441371 -0.339 -0.263 -0.117
H -2.152669 -3.218128 1.781763 -0.222 0.236 -0.129
H -3.343507 -1.984777 2.272806 0.243 -0.110 -0.252
H -2.338620 -1.705145 0.815043 0.003 -0.063 0.213
```
Forces are in eV/Å.

These are the natural (NBO) partial charges, in e, on atoms 1 to 5: O -0.710; H 0.494; Yb 1.271; N -0.363; N -0.416



# 2
Here is a structure of composition C13H25AlF12N2NaO18S7 at a distorted geometry from the OMol25 dataset. Energies are from ωB97M-V/def2-TZVPD.

Values from the calculation:
Orbital gap ... 2.38 eV
Max |F| ... 9.29 eV Å⁻¹
Net charge ... +1
E_LUMO ... -10.14 eV

```
79
Properties=species:S:1:pos:R:3:forces:R:3
Na 1.146354 1.992177 0.679181 -0.125 -0.119 0.695
Al -0.805556 -2.278965 0.744009 0.808 2.659 -0.397
C -3.682675 1.283017 1.587162 -0.174 1.869 0.103
F -3.251026 1.127048 0.300068 -0.578 -0.549 1.734
F -3.722460 2.650535 1.788038 0.124 -2.181 0.123
F -4.909504 0.789754 1.775515 1.826 0.371 -0.565
S -2.244877 0.565715 2.838585 1.021 2.021 0.039
O -1.028053 0.862307 2.091580 -1.062 -0.607 0.082
O -2.311165 1.177736 4.179173 -0.540 -1.821 -2.876
N -2.512937 -1.130315 2.694255 3.597 3.615 -2.872
S -3.576368 -1.509984 3.678366 -5.449 -7.063 2.583
O -4.576205 -0.550306 3.978691 0.323 1.087 0.235
O -4.135587 -2.832106 3.269536 1.887 2.461 0.588
C -2.682444 -1.941477 5.290692 1.181 1.999 1.591
F -3.045967 -1.016917 6.295188 0.974 -1.869 -2.131
F -3.000046 -3.141928 5.694180 0.220 0.280 -0.089
F -1.276640 -1.866191 5.112658 -2.606 -0.122 0.332
C 2.802852 1.923579 -2.621473 0.712 -0.289 -0.230
F 3.468904 1.717651 -1.482725 -1.027 -0.048 0.826
F 3.754681 1.860441 -3.537269 -0.768 0.663 -0.571
F 1.921644 0.933328 -2.868859 0.232 0.541 0.594
S 1.892279 3.605685 -2.645958 0.342 1.278 -2.048
O 2.905129 4.636111 -2.658350 -0.841 -1.468 0.986
O 1.033999 3.549929 -3.823801 1.205 -0.611 2.107
N 0.956451 3.627288 -1.101417 2.836 -1.377 -2.336
S -0.222401 4.580058 -1.469888 -5.188 2.445 -0.268
O 0.118209 5.997503 -1.631408 -0.048 -2.452 0.107
O -1.152344 3.989481 -2.458859 1.296 0.739 1.701
C -1.201781 4.483823 0.222160 2.478 2.031 -1.919
F -2.391442 4.979815 0.106704 -0.465 0.248 0.036
F -1.274937 3.241162 0.638929 0.451 -0.448 0.762
F -0.410069 5.303867 0.989462 -1.166 -1.425 0.311
O 0.657631 -0.110444 -0.110697 -0.638 -0.426 0.261
H 1.130081 -0.002868 -0.959077 -0.367 -0.869 -0.056
O -1.763834 -1.480118 -1.793855 0.020 -1.010 -1.540
S -1.844995 -0.874615 -3.136178 -0.709 4.059 0.102
O -0.729552 -0.795094 -4.088823 -1.857 -1.706 1.414
O -3.352583 -1.186905 -3.848408 2.224 -0.081 3.373
C -3.470106 -1.164221 -5.241853 0.144 0.353 -1.974
C -4.907514 -1.255415 -5.649288 -0.833 -1.434 1.000
C -2.139222 0.892849 -2.707892 -1.105 -1.204 -0.699
H -2.985509 -2.082078 -5.574719 0.460 0.553 -0.689
H -3.145828 -0.202915 -5.640406 1.063 -0.306 -0.096
H -5.029267 -1.630402 -6.665488 0.252 0.476 -0.120
H -5.538873 -0.390975 -5.443800 0.277 0.035 -0.102
H -5.246915 -2.093427 -5.040481 -0.750 -0.006 0.065
H -3.104032 0.972104 -2.206927 0.196 -0.311 0.379
H -2.336163 1.372967 -3.666440 0.794 0.345 0.072
H -1.327318 1.259727 -2.079959 0.006 0.006 -0.453
O 2.034989 -4.846618 -3.390675 -0.338 -0.133 1.201
S 2.206470 -3.820516 -2.403341 0.760 2.998 -0.832
O 1.306415 -3.630013 -1.208381 2.471 -0.778 -2.522
O 3.801013 -3.807572 -1.929572 -2.885 0.170 1.445
C 4.843129 -3.696181 -2.865599 2.123 -0.950 -0.989
C 6.160990 -3.956076 -2.091886 -0.973 0.214 0.347
C 2.216200 -2.163702 -3.391408 -0.479 -1.539 1.061
H 4.903315 -2.752740 -3.408165 -0.385 0.234 0.353
H 4.773771 -4.485220 -3.614398 -0.332 -0.040 -0.089
H 7.043859 -4.028245 -2.727065 -0.275 -0.037 -0.170
H 6.005652 -4.881942 -1.538033 0.297 -0.082 -0.080
H 6.332593 -3.172389 -1.354005 0.005 0.075 -0.043
H 3.092719 -1.983091 -4.013669 0.275 -0.416 0.570
H 2.106944 -1.445093 -2.579157 -0.182 0.164 -0.533
H 1.405037 -2.245548 -4.114875 -0.404 0.197 0.589
O 1.061237 -1.092870 2.690463 0.890 2.372 2.577
S 1.615248 -0.043299 3.611874 -0.593 -0.179 0.611
O 2.232294 1.154165 3.038472 -0.604 -1.486 -0.339
O 0.520249 0.529818 4.695949 0.249 -3.692 -2.582
C 0.596017 1.793175 5.203102 0.888 3.598 1.639
C 0.216003 1.788569 6.681279 -0.324 -0.859 -0.360
C 2.833328 -0.747943 4.811045 -0.005 1.034 -0.613
H -0.008502 2.548614 4.701120 -0.694 -0.577 -0.434
H 1.565221 2.279817 5.093928 0.589 -0.662 -0.016
H 0.642688 0.943171 7.221036 0.448 0.022 -0.116
H -0.853807 1.585591 6.730197 -0.126 0.552 0.310
H 0.546084 2.707440 7.165864 -0.410 0.010 -0.066
H 3.199829 0.113029 5.370073 0.083 0.481 -0.532
H 3.629743 -1.115867 4.164174 -0.030 -0.353 0.354
H 2.519253 -1.366456 5.651819 -0.694 -0.671 -0.910
```
Forces are in eV/Å.

These are the Löwdin partial charges, in e, on atoms 1 to 5: Na 0.444; Al 1.378; C -0.495; F 0.106; F 0.104



# 3
Here is a cluster of 4 separate species, C13H25Br2N5O2P in total at a distorted geometry from the OMol25 dataset. Energies are from ωB97M-V/def2-TZVPD.

Values from the calculation:
Relative energy (zero: lowest compared OMol25 entry of this formula, charge and spin) ... 2.549 eV
Orbital gap ... 6.27 eV
Max |F| ... 4.17 eV Å⁻¹
Net charge ... -1
E_LUMO ... 2.46 eV

```
48
Properties=species:S:1:pos:R:3:forces:R:3
C 2.702215 -1.724130 -1.249947 0.702 -0.684 0.365
N 1.332335 -1.534095 -1.786994 0.946 0.170 -0.446
C 1.112912 -0.154658 -2.336069 0.930 -0.272 -0.741
P -0.074258 0.915450 -1.295839 -0.910 2.069 0.983
N -1.210237 1.893863 -0.255259 -0.068 -0.831 0.091
C -1.030881 -0.596214 -0.507891 -2.652 -1.749 -2.699
Br -0.464660 -1.352777 1.264978 -0.441 0.495 -1.175
C -2.152669 -1.177378 -1.150497 2.122 -0.113 2.970
C -2.953185 -2.379280 -0.464373 -0.147 1.261 -0.550
Br -2.777642 -0.487316 -2.921087 0.122 -1.084 1.456
O 1.101486 0.740768 0.011464 1.879 1.156 0.515
C 2.135842 1.710789 0.068725 -0.017 1.694 -1.411
C 1.792288 2.830921 -1.038279 -0.731 -0.112 -1.735
O 0.602461 2.472018 -1.774754 1.552 -0.923 0.711
H 3.146296 -0.786894 -0.800408 -0.779 -0.941 -0.591
H 2.725049 -2.509343 -0.417537 -0.186 0.940 -1.030
H 3.414832 -2.101538 -2.062964 -0.614 0.547 0.925
H 1.250677 -2.185784 -2.577947 -0.131 0.387 0.646
H 0.773786 -0.275626 -3.414312 0.188 0.427 1.146
H 2.129815 0.375815 -2.341220 -1.313 -0.434 -0.238
H -1.014638 1.211331 -2.319259 0.452 -0.898 -0.173
H -0.858989 2.839484 -0.125284 -0.054 -0.604 0.197
H -1.330098 1.404224 0.635235 0.089 0.847 -0.131
H -4.045813 -2.084793 -0.316825 1.298 -0.590 -0.547
H -2.524324 -2.481668 0.567965 -0.401 -0.090 -1.206
H -2.843859 -3.349665 -1.039692 -0.296 1.190 0.590
H 2.327218 2.257046 1.039830 -0.940 -0.988 -0.614
H 3.190423 1.399459 -0.235968 -1.342 -0.543 0.408
H 1.565475 3.893626 -0.705756 0.858 -1.153 0.167
H 2.592417 2.809276 -1.853079 -0.417 0.502 1.311
C -3.664486 -7.052845 -0.853677 -0.505 0.608 -0.125
C -4.645349 -5.950845 -1.073711 -0.578 0.691 -0.133
N -5.406694 -5.088916 -1.245310 1.183 -1.488 0.283
H -2.692658 -6.768997 -1.258503 -0.093 0.039 0.032
H -3.562466 -7.249483 0.213763 -0.027 0.064 -0.074
H -4.008202 -7.959368 -1.352522 -0.014 0.093 0.020
C -1.644381 5.975705 2.062873 0.168 -0.811 -0.092
C -1.310886 4.521726 2.042885 0.226 -0.949 0.037
N -1.051366 3.386722 2.027246 -0.415 2.290 0.703
H -2.111787 6.261334 1.119914 0.045 -0.064 0.052
H -2.333881 6.186067 2.880939 0.048 -0.057 -0.051
H -0.735685 6.561927 2.202417 -0.043 -0.080 -0.018
C 3.581360 0.746163 4.207715 0.215 0.262 -0.717
C 4.105215 1.301391 2.926915 0.390 0.296 -0.754
N 4.513709 1.731153 1.926794 -0.338 -0.684 1.890
H 3.160449 1.548667 4.813930 0.021 -0.033 -0.096
H 2.803655 0.010282 4.000318 0.036 0.092 -0.069
H 4.389197 0.266396 4.761076 -0.020 0.051 -0.082
```
Forces are in eV/Å.

These are the natural (NBO) partial charges, in e, on atoms 1 to 5: C -0.412; N -0.647; C -0.536; P 1.644; N -1.175